Entry 1:
33
Properties=species:S:1:pos:R:3:mulliken_charge:R:1 method="wB97M-V/def2-TZVPD" spin_multiplicity=1 smiles=O.O.O.O.O.O.O.O.O.O.O e_lumo_ev=-0.708 gap_ev=9.921 relative_energy_kcal_mol=37.2
O -1.58 -9.33 -19.68 -0.299
H -1.74 -10.07 -20.27 0.270
H -1.07 -9.71 -18.96 0.230
O 0.38 -9.04 -22.64 -0.703
H 0.14 -8.48 -21.90 0.349
H 0.90 -8.48 -23.21 0.280
O -0.60 -8.00 -15.63 -0.635
H -1.38 -8.39 -15.22 0.292
H -0.36 -8.61 -16.32 0.353
O -2.09 -9.73 -23.49 -0.649
H -1.23 -9.30 -23.45 0.420
H -2.03 -10.44 -22.86 0.309
O 0.25 -10.08 -17.18 -0.664
H 0.60 -10.16 -18.07 0.307
H 0.27 -10.97 -16.83 0.274
O -3.96 -6.72 -19.77 -0.570
H -4.84 -6.41 -19.53 0.279
H -4.03 -7.67 -19.75 0.300
O -3.90 -9.82 -18.13 -0.669
H -3.52 -10.62 -17.75 0.323
H -3.18 -9.43 -18.62 0.341
O -1.10 -6.83 -20.86 -0.641
H -1.52 -6.13 -20.35 0.291
H -1.25 -7.62 -20.35 0.362
O 0.33 -11.09 -20.89 -0.652
H -0.50 -11.55 -20.88 0.234
H 0.32 -10.59 -21.71 0.385
O -2.23 -12.01 -17.90 -0.550
H -1.70 -12.44 -18.57 0.270
H -2.19 -12.59 -17.14 0.255
O -2.54 -11.41 -21.18 -0.668
H -2.14 -12.27 -21.33 0.307
H -3.35 -11.60 -20.71 0.270

---

Entry 2:
33
Properties=species:S:1:pos:R:3:mulliken_charge:R:1 method="wB97M-V/def2-TZVPD" spin_multiplicity=1 smiles=O.O.O.O.O.O.O.O.O.O.O e_lumo_ev=-0.625 gap_ev=9.418 relative_energy_kcal_mol=34.7
O -9.82 9.04 19.73 -0.674
H -10.02 8.25 20.26 0.347
H -9.37 8.71 18.94 0.299
O -6.15 6.92 15.24 -0.639
H -6.96 6.42 15.37 0.318
H -6.44 7.82 15.04 0.323
O -12.54 6.00 16.07 -0.620
H -12.89 6.01 16.97 0.335
H -11.84 5.33 16.09 0.314
O -7.31 7.58 19.00 -0.624
H -6.60 6.93 19.04 0.262
H -7.48 7.83 19.92 0.284
O -10.21 3.16 16.30 -0.623
H -9.33 3.43 15.97 0.312
H -10.35 2.28 15.94 0.272
O -10.05 8.20 15.26 -0.602
H -9.77 7.43 15.77 0.292
H -9.24 8.67 15.04 0.279
O -12.21 8.49 17.86 -0.640
H -11.69 8.37 18.67 0.321
H -11.66 8.13 17.15 0.321
O -11.43 3.79 18.73 -0.631
H -10.85 3.85 17.95 0.345
H -12.27 3.46 18.39 0.298
O -7.47 9.77 17.17 -0.598
H -6.83 10.44 17.40 0.288
H -7.18 8.96 17.62 0.350
O -7.48 4.12 16.10 -0.619
H -6.82 3.90 16.77 0.281
H -7.21 3.60 15.32 0.311
O -9.15 6.35 17.35 -0.348
H -8.77 5.48 17.19 0.220
H -8.51 6.80 17.94 0.246

---

Entry 3:
33
Properties=species:S:1:pos:R:3:mulliken_charge:R:1 method="wB97M-V/def2-TZVPD" spin_multiplicity=1 smiles=O.O.O.O.O.O.O.O.O.O.O e_lumo_ev=-0.036 gap_ev=10.162 relative_energy_kcal_mol=37.9
O 1.69 0.55 -1.69 -0.642
H 1.48 1.48 -1.52 0.292
H 2.59 0.38 -1.70 0.277
O -1.51 -0.60 -1.90 -0.689
H -1.28 -1.50 -2.23 0.313
H -1.09 -0.01 -2.52 0.274
O 1.42 1.15 1.70 -0.665
H 1.30 0.17 1.74 0.264
H 1.20 1.50 2.58 0.305
O -1.27 0.14 2.33 -0.607
H -1.49 1.08 2.14 0.364
H -1.74 -0.48 1.78 0.260
O 0.41 -0.83 0.00 -0.439
H 1.00 -0.27 -0.52 0.406
H -0.42 -0.58 -0.36 0.165
O -0.62 2.70 0.79 -0.650
H -0.14 3.46 1.14 0.285
H -0.07 1.95 1.05 0.418
O 1.00 -3.29 1.34 -0.655
H 1.13 -2.57 1.97 0.316
H 0.86 -2.78 0.56 0.307
O 0.77 -1.10 -3.51 -0.677
H 0.96 -0.59 -2.68 0.430
H 1.18 -0.67 -4.28 0.287
O 3.38 2.35 0.13 -0.630
H 3.21 3.33 0.15 0.317
H 2.59 1.93 0.43 0.353
O -2.19 -2.29 1.57 -0.627
H -1.55 -2.84 1.15 0.313
H -2.98 -2.46 1.07 0.296
O -3.18 0.45 0.05 -0.605
H -4.08 0.30 -0.27 0.272
H -2.57 -0.03 -0.51 0.371

---

Entry 4:
34
Properties=species:S:1:pos:R:3:mulliken_charge:R:1 method="wB97M-V/def2-TZVPD" total_charge=+1 spin_multiplicity=1 e_lumo_ev=-2.971 gap_ev=11.019 relative_energy_kcal_mol=60.6
O -0.18 0.03 0.12 0.367
H 0.76 -0.11 0.39 0.316
H -0.22 0.23 -0.85 0.285
H -0.72 -0.69 0.46 0.172
O -2.08 -0.68 2.17 -0.582
H -2.28 -1.59 1.98 0.318
H -2.81 -0.43 2.75 0.286
O -0.44 1.35 -2.43 -0.645
H -0.65 2.29 -2.65 0.277
H -1.23 0.87 -2.66 0.308
O 1.76 -1.08 1.60 -0.642
H 1.42 -1.61 2.33 0.274
H 2.18 -0.25 1.88 0.279
O -2.99 0.19 -0.42 -0.558
H -3.84 0.11 -0.82 0.267
H -3.02 -0.38 0.37 0.303
O 2.52 1.11 -0.03 -0.649
H 1.92 1.88 -0.02 0.236
H 3.41 1.48 0.21 0.295
O 1.09 1.53 2.82 -0.599
H 0.23 1.94 2.73 0.306
H 1.72 2.23 2.51 0.303
O -0.91 -2.65 0.44 -0.608
H -1.61 -2.71 -0.21 0.303
H -0.96 -3.54 0.89 0.284
O 3.04 -1.27 -1.52 -0.705
H 2.90 -0.36 -1.28 0.357
H 3.57 -1.32 -2.31 0.348
O 0.58 -1.38 -2.30 -0.547
H 1.50 -1.56 -2.18 0.370
H 0.57 -1.18 -3.23 0.256
O -1.91 2.71 0.11 -0.600
H -2.19 1.90 -0.37 0.336
H -1.15 2.94 -0.46 0.289

---

Quick rundown of HOMO, same order as above: -10.63; -10.04; -10.20; -13.99 eV
Quick rundown of DFT total energy, same order as above: -840.8208; -840.8249; -840.8197; -841.1855 a.u.